## one
Below is a cluster of 2 separate species, C2H4ClNO3 in total, with properties calculated with ωB97M-V with the def2-TZVPD basis set.

Last column: Löwdin charge in e.
Positions of all 11 atoms, in Å:
C1 -1.860 -0.249 0.173  -0.09
C2 -0.385 -0.215 -0.261  -0.84
O1 -0.185 0.828 0.479  0.00
O2 2.194 0.635 -0.503  0.00
N1 2.816 0.482 0.561  -0.08
O3 4.023 0.272 0.675  0.08
Cl1 -0.082 -0.047 -2.103  0.53
H1 -1.790 -0.288 1.282  0.10
H2 -2.185 0.772 -0.020  0.08
H3 -2.628 -0.982 -0.208  0.11
H4 0.081 -1.208 -0.075  0.11

As for the net charge: 0. Its gap between HOMO and LUMO (spin up / spin down) is 8.77 / 7.97 eV. For the LUMO energy (spin up / spin down), the calculation gives -1.969 / -2.690 eV. Its HOMO energy (spin up / spin down) is -0.3946 / -0.3918 Eh.


## two
Below is a structure of composition C2H4ClNO3, with properties calculated with ωB97M-V with the def2-TZVPD basis set.

Last column: Löwdin charge in e.
Positions of all 11 atoms, in Å:
C1 1.438 0.510 0.285  0.00
C2 0.441 -0.296 -0.363  -0.38
N1 -0.968 -0.082 0.277  -0.45
O1 -1.001 0.660 1.204  0.02
O2 -1.773 -1.233 0.247  0.04
O3 0.600 -1.205 -1.155  0.14
Cl1 -2.130 1.040 -1.280  0.16
H1 0.919 1.420 0.794  0.13
H2 1.848 -0.075 1.080  0.10
H3 2.281 0.796 -0.432  0.14
H4 -1.655 -1.535 -0.655  0.08

As for the net charge: 0. Its gap between HOMO and LUMO (spin up / spin down) is 8.14 / 8.13 eV. For the LUMO energy (spin up / spin down), the calculation gives -1.943 / -1.946 eV. Its HOMO energy (spin up / spin down) is -0.3705 / -0.3704 Eh.


Each structure's energy above the most stable one, in eV: one 1.966; two 0.000.


## one
Below is a cluster of 2 separate species, C18H25N3O4 in total, with properties calculated with ωB97M-V with the def2-TZVPD basis set.

Last column: Löwdin charge in e.
Positions of all 50 atoms, in Å:
C1 4.229 -2.446 -3.595  0.02
C2 4.477 -2.145 -2.126  -0.54
C3 5.843 -2.663 -1.677  0.02
O1 4.442 -0.731 -1.873  0.07
C4 3.203 -0.135 -2.073  -0.40
O2 3.146 1.026 -2.405  0.13
C5 1.999 -0.983 -1.829  -0.03
C6 0.778 -0.350 -1.742  0.09
C7 -0.515 -0.925 -2.037  -0.18
C8 -0.619 -2.153 -2.740  -0.02
C9 -1.847 -2.787 -2.891  -0.06
C10 -3.007 -2.207 -2.359  -0.06
C11 -2.946 -0.939 -1.753  -0.07
C12 -1.723 -0.280 -1.652  -0.02
C13 2.197 -2.411 -1.453  -0.40
O3 1.315 -3.206 -1.216  0.12
O4 3.507 -2.819 -1.288  0.07
H1 3.271 -2.050 -3.939  0.09
H2 5.033 -1.998 -4.188  0.10
H3 4.250 -3.529 -3.751  0.11
H4 6.012 -2.445 -0.622  0.10
H5 5.896 -3.743 -1.825  0.10
H6 6.635 -2.194 -2.260  0.09
H7 0.789 0.708 -1.493  0.13
H8 0.276 -2.587 -3.182  0.12
H9 -1.870 -3.740 -3.423  0.11
H10 -3.937 -2.773 -2.377  0.11
H11 -3.849 -0.462 -1.363  0.10
H12 -1.635 0.750 -1.295  0.11
C14 -3.181 3.550 1.568  -0.06
N1 -2.969 2.236 2.125  -0.17
C15 -3.695 1.175 1.470  -0.09
C16 -2.013 1.765 2.999  -0.41
N2 -1.766 0.487 2.850  0.07
N3 -1.446 2.526 4.007  -0.16
C17 -1.235 3.958 4.031  -0.06
C18 -0.918 1.878 5.199  -0.07
H13 -2.571 4.308 2.057  0.05
H14 -2.945 3.547 0.491  0.09
H15 -4.244 3.805 1.678  0.09
H16 -3.475 0.271 2.047  0.07
H17 -4.761 1.407 1.445  0.09
H18 -3.330 1.010 0.451  0.06
H19 -0.921 0.150 3.311  0.04
H20 -1.867 4.469 3.316  0.04
H21 -1.474 4.332 5.034  0.09
H22 -0.179 4.191 3.831  0.10
H23 -1.321 0.867 5.242  0.08
H24 0.179 1.840 5.185  0.09
H25 -1.219 2.443 6.090  0.08

As for the net charge: 0. Its gap between HOMO and LUMO is 7.07 eV. For the LUMO energy, the calculation gives -1.037 eV. Its HOMO energy is -0.2978 Eh.


## two
Below is an isolated molecule of C18H25N3O4, with properties calculated with ωB97M-V with the def2-TZVPD basis set.

Last column: Löwdin charge in e.
Positions of all 50 atoms, in Å:
C1 -2.898 -4.528 0.033  0.01
C2 -3.589 -3.455 0.366  -0.16
C3 -4.269 -2.546 -0.619  -0.20
O1 -4.330 -1.201 -0.195  -0.03
C4 -3.186 -0.473 -0.134  -0.19
C5 -1.916 -0.942 -0.439  0.00
C6 -0.817 -0.108 -0.356  -0.02
C7 -0.966 1.216 0.040  -0.21
C8 0.171 2.099 0.135  -0.09
N1 1.330 1.731 -0.242  0.06
N2 2.362 2.577 -0.132  0.05
C9 3.636 2.239 -0.467  -0.46
O2 4.538 3.044 -0.376  0.06
C10 3.803 0.804 -0.939  -0.12
N3 3.520 -0.096 0.165  -0.17
C11 4.518 -0.066 1.223  -0.15
C12 5.772 -0.879 0.875  -0.19
O3 5.445 -2.210 0.530  -0.13
C13 4.538 -2.246 -0.552  -0.19
C14 3.257 -1.470 -0.220  -0.17
C15 -2.244 1.693 0.359  0.03
C16 -3.352 0.873 0.275  -0.19
O4 -4.631 1.224 0.575  -0.03
C17 -4.939 2.568 0.878  -0.24
C18 -4.972 3.460 -0.360  -0.06
H1 -2.452 -5.168 0.774  0.05
H2 -2.758 -4.818 -0.996  0.06
H3 -3.724 -3.172 1.401  0.11
H4 -3.805 -2.625 -1.612  0.13
H5 -5.322 -2.839 -0.707  0.14
H6 -1.776 -1.970 -0.733  0.10
H7 0.171 -0.471 -0.584  0.10
H8 -0.006 3.103 0.544  0.13
H9 2.214 3.522 0.238  0.16
H10 3.065 0.617 -1.722  0.12
H11 4.815 0.707 -1.359  0.12
H12 4.794 0.968 1.431  0.12
H13 4.053 -0.496 2.116  0.13
H14 6.439 -0.945 1.736  0.13
H15 6.314 -0.402 0.043  0.12
H16 4.321 -3.300 -0.730  0.12
H17 5.013 -1.823 -1.452  0.12
H18 2.576 -1.483 -1.072  0.12
H19 2.766 -1.953 0.631  0.13
H20 -2.344 2.721 0.673  0.11
H21 -5.936 2.521 1.325  0.12
H22 -4.245 2.967 1.629  0.12
H23 -3.996 3.498 -0.840  0.07
H24 -5.268 4.467 -0.080  0.08
H25 -5.689 3.066 -1.076  0.08

As for the net charge: 0. Its gap between HOMO and LUMO is 8.35 eV. For the LUMO energy, the calculation gives 0.552 eV. Its HOMO energy is -0.2866 Eh.


Each structure's energy above the most stable one, in eV: one 0.000; two 0.718.


## one
Below is a cluster of 2 separate species, C7H15NO2 in total, with properties calculated with ωB97M-V with the def2-TZVPD basis set.

Last column: Löwdin charge in e.
Positions of all 25 atoms, in Å:
C1 -2.855 0.557 -0.408  -0.10
C2 -1.730 0.078 0.502  -0.22
C3 -0.388 0.029 -0.204  -0.26
N1 0.251 1.339 -0.436  0.11
C4 1.414 1.012 0.280  -0.41
O1 2.346 1.687 0.664  0.10
C5 0.881 -0.389 0.617  -0.41
C6 0.695 -0.632 2.109  -0.03
C7 1.688 -1.506 -0.036  -0.02
H1 -2.667 1.575 -0.779  0.07
H2 -2.965 -0.105 -1.279  0.08
H3 -3.813 0.571 0.130  0.07
H4 -1.660 0.732 1.384  0.11
H5 -1.954 -0.936 0.869  0.12
H6 -0.487 -0.542 -1.141  0.14
H7 -0.172 2.242 -0.621  0.15
H8 0.161 0.190 2.603  0.09
H9 0.131 -1.561 2.274  0.09
H10 1.676 -0.738 2.592  0.10
H11 2.679 -1.588 0.432  0.10
H12 1.166 -2.465 0.089  0.09
H13 1.828 -1.329 -1.112  0.08
O2 1.613 0.751 -2.957  -0.08
H14 0.954 1.081 -2.276  0.02
H15 1.208 -0.054 -3.295  0.02

As for the net charge: 0. Its gap between HOMO and LUMO is 10.46 eV. For the LUMO energy, the calculation gives 0.656 eV. Its HOMO energy is -0.3601 Eh.


## two
Below is an isolated molecule of C7H15NO2, with properties calculated with ωB97M-V with the def2-TZVPD basis set.

Last column: Löwdin charge in e.
Positions of all 25 atoms, in Å:
C1 1.917 -2.219 0.925  -0.03
C2 1.600 -0.726 0.988  -0.36
C3 0.268 -0.369 0.339  -0.19
C4 -0.061 1.121 0.432  -0.18
C5 -1.497 1.525 0.031  -0.20
C6 -2.309 0.497 -0.753  -0.30
N1 -3.649 1.030 -1.045  -0.01
O1 2.711 0.061 0.486  0.00
C7 2.900 0.130 -0.834  -0.37
O2 3.719 0.838 -1.332  0.10
H1 1.570 -2.720 1.829  0.08
H2 2.991 -2.379 0.841  0.09
H3 1.422 -2.697 0.077  0.08
H4 1.539 -0.406 2.029  0.15
H5 0.244 -0.705 -0.702  0.11
H6 -0.484 -0.967 0.862  0.12
H7 0.134 1.447 1.458  0.12
H8 0.647 1.678 -0.187  0.11
H9 -2.074 1.794 0.920  0.11
H10 -1.459 2.430 -0.577  0.11
H11 -1.806 0.265 -1.697  0.11
H12 -2.374 -0.442 -0.195  0.10
H13 -4.346 0.572 -0.472  0.06
H14 -3.909 0.834 -2.004  0.06
H15 2.306 -0.594 -1.417  0.15

As for the net charge: 0. Its gap between HOMO and LUMO is 10.25 eV. For the LUMO energy, the calculation gives 0.731 eV. Its HOMO energy is -0.3497 Eh.


Each structure's energy above the most stable one, in eV: one 0.000; two 0.415.


## one
Below is an isolated molecule of C7H15NO2, with properties calculated with ωB97M-V with the def2-TZVPD basis set.

Last column: Löwdin charge in e.
Positions of all 25 atoms, in Å:
C1 0.707 -1.418 0.877  -0.06
C2 0.582 -0.179 -0.010  -0.40
C3 -0.755 0.550 0.174  -0.20
C4 -1.982 -0.281 -0.192  -0.20
C5 -3.247 0.557 -0.224  -0.29
O1 -4.364 -0.295 -0.411  -0.07
C6 1.734 0.806 0.247  -0.10
C7 3.087 0.186 0.023  -0.55
N1 3.543 -0.049 -1.213  0.10
O2 4.089 0.443 0.755  -0.04
H1 0.693 -1.133 1.941  0.10
H2 -0.117 -2.122 0.703  0.08
H3 1.640 -1.965 0.680  0.08
H4 0.633 -0.502 -1.064  0.14
H5 -0.837 0.887 1.221  0.13
H6 -0.741 1.461 -0.446  0.12
H7 -1.835 -0.746 -1.180  0.13
H8 -2.124 -1.097 0.532  0.12
H9 -3.345 1.119 0.721  0.12
H10 -3.185 1.294 -1.045  0.12
H11 -5.170 0.219 -0.331  0.08
H12 1.629 1.676 -0.419  0.14
H13 1.706 1.159 1.288  0.13
H14 2.971 -0.666 -1.777  0.09
H15 4.689 0.095 -0.849  0.24

As for the net charge: 0. Its gap between HOMO and LUMO is 10.35 eV. For the LUMO energy, the calculation gives 0.763 eV. Its HOMO energy is -0.3522 Eh.


## two
Below is an isolated molecule of C7H15NO2, with properties calculated with ωB97M-V with the def2-TZVPD basis set.

Last column: Löwdin charge in e.
Positions of all 25 atoms, in Å:
C1 0.622 2.283 -1.873  -0.13
N1 0.431 0.879 -1.581  -0.13
C2 -0.698 0.594 -0.721  -0.22
C3 -0.614 -0.806 -0.113  -0.34
C4 -1.992 -1.278 0.347  -0.08
C5 0.441 -0.903 1.021  -0.27
C6 0.059 -0.158 2.295  -0.05
C7 1.840 -0.506 0.569  -0.49
O1 2.554 0.284 1.141  0.11
O2 2.378 -1.224 -0.469  0.09
H1 0.925 2.810 -0.956  0.08
H2 1.420 2.408 -2.617  0.08
H3 -0.291 2.779 -2.257  0.08
H4 0.451 0.286 -2.434  0.13
H5 -1.673 0.688 -1.243  0.12
H6 -0.696 1.344 0.086  0.12
H7 -0.309 -1.487 -0.926  0.13
H8 -2.437 -0.581 1.071  0.08
H9 -2.677 -1.347 -0.510  0.08
H10 -1.935 -2.269 0.818  0.09
H11 0.531 -1.977 1.261  0.15
H12 0.049 0.929 2.136  0.09
H13 -0.934 -0.468 2.642  0.07
H14 0.778 -0.373 3.095  0.09
H15 1.776 -1.908 -0.784  0.10

As for the net charge: 0. Its gap between HOMO and LUMO is 9.44 eV. For the LUMO energy, the calculation gives 0.634 eV. Its HOMO energy is -0.3234 Eh.


Each structure's energy above the most stable one, in eV: one 1.431; two 0.000.


## one
Below is a cluster of 2 separate species, CH3IOS in total, with properties calculated with ωB97M-V with the def2-TZVPD basis set.

Last column: Löwdin charge in e.
Positions of all 7 atoms, in Å:
C1 1.011 0.207 -1.386  -0.16
O1 1.087 -0.882 -0.907  -0.05
H1 1.869 0.574 -1.984  0.08
H2 0.085 0.833 -1.199  0.09
S1 -1.243 -0.982 1.337  -0.03
I1 -2.591 -0.868 3.300  0.29
H3 -0.856 -2.194 1.875  -0.23

As for the net charge: 0. Its gap between HOMO and LUMO is 8.38 eV. For the LUMO energy, the calculation gives -0.516 eV. Its HOMO energy is -0.3268 Eh.


## two
Below is a structure of composition CH3IOS, with properties calculated with ωB97M-V with the def2-TZVPD basis set.

Last column: Löwdin charge in e.
Positions of all 7 atoms, in Å:
C1 0.142 -0.100 -0.044  -0.33
O1 1.106 0.862 -0.326  -0.05
S1 -1.007 -0.759 1.888  -0.09
I1 0.617 -0.011 3.431  0.26
H1 0.690 1.742 -0.348  0.11
H2 -0.810 0.033 -0.542  0.05
H3 0.582 -1.079 -0.161  0.06

As for the net charge: 0. Its gap between HOMO and LUMO is 8.12 eV. For the LUMO energy, the calculation gives -0.309 eV. Its HOMO energy is -0.3097 Eh.


## three
Below is a cluster of 2 separate species, CH3IOS in total, with properties calculated with ωB97M-V with the def2-TZVPD basis set.

Last column: Löwdin charge in e.
Positions of all 7 atoms, in Å:
C1 0.018 0.020 0.867  0.01
O1 1.403 -0.251 1.143  -0.02
S1 -1.266 -0.459 -1.788  -0.35
I1 -0.719 1.491 -2.948  0.16
H1 1.524 -1.089 0.726  0.08
H2 -0.729 -0.758 1.126  0.06
H3 -0.232 1.046 0.874  0.05

As for the net charge: 0. Its gap between HOMO and LUMO (spin up / spin down) is 6.08 / 6.09 eV. For the LUMO energy (spin up / spin down), the calculation gives -2.012 / -2.008 eV. Its HOMO energy (spin up / spin down) is -0.2975 / -0.2975 Eh.


## four
Below is an isolated molecule of CH3IOS, with properties calculated with ωB97M-V with the def2-TZVPD basis set.

Last column: Löwdin charge in e.
Positions of all 7 atoms, in Å:
S1 1.387 -1.344 -0.478  0.76
O1 0.881 0.068 0.296  -0.77
C1 -0.561 0.501 -0.013  -0.72
I1 -0.691 2.601 0.227  0.76
H1 0.839 -2.235 0.359  -0.15
H2 -0.595 0.269 -1.170  0.07
H3 -1.259 0.140 0.779  0.04

As for the net charge: 0. Its gap between HOMO and LUMO is 9.84 eV. For the LUMO energy, the calculation gives 0.278 eV. Its HOMO energy is -0.3513 Eh.


Each structure's energy above the most stable one, in eV: one 0.000; two 0.515; three 2.069; four 0.772.


## one
Below is a structure of composition C3H3IN2S, with properties calculated with ωB97M-V with the def2-TZVPD basis set.

Last column: Löwdin charge in e.
Positions of all 10 atoms, in Å:
C1 -0.968 -1.316 0.104  -0.48
C2 -2.196 -1.756 -0.488  -0.19
C3 -0.312 -0.001 0.338  -0.06
N1 -0.268 -2.373 0.471  -0.21
N2 -2.387 -3.040 -0.606  -0.31
S1 -1.103 -3.789 0.012  0.98
I1 -4.246 0.664 0.048  0.04
H1 -0.564 0.328 1.303  0.06
H2 0.759 -0.108 0.574  0.09
H3 -0.457 0.673 -0.472  0.07

As for the net charge: 0. Its gap between HOMO and LUMO (spin up / spin down) is 6.22 / 6.22 eV. For the LUMO energy (spin up / spin down), the calculation gives -3.322 / -3.322 eV. Its HOMO energy (spin up / spin down) is -0.3507 / -0.3507 Eh.


## two
Below is a cluster of 2 separate species, C3H3IN2S in total, with properties calculated with ωB97M-V with the def2-TZVPD basis set.

Last column: Löwdin charge in e.
Positions of all 10 atoms, in Å:
N1 -0.510 3.276 0.005  0.15
C1 -0.016 2.151 -0.131  -0.36
C2 0.436 0.976 -0.145  -0.63
I1 2.474 0.340 0.076  0.72
H1 -0.958 3.799 -0.740  0.07
H2 -0.221 0.042 -0.257  0.03
N2 -0.883 -2.045 0.528  0.10
C3 -0.264 -2.958 -0.039  -0.81
S1 0.834 -3.878 -0.719  0.68
H3 -0.892 -1.703 1.422  0.05

As for the net charge: 0. Its gap between HOMO and LUMO is 8.50 eV. For the LUMO energy, the calculation gives -0.281 eV. Its HOMO energy is -0.3228 Eh.


## three
Below is a structure of composition C3H3IN2S, with properties calculated with ωB97M-V with the def2-TZVPD basis set.

Last column: Löwdin charge in e.
Positions of all 10 atoms, in Å:
C1 -0.719 -0.073 0.244  -0.13
C2 -0.432 -1.005 1.204  -0.29
C3 0.400 0.665 -0.058  -0.79
N1 0.800 -1.024 1.571  -0.37
N2 0.314 1.822 -0.692  -0.48
S1 1.780 0.125 0.974  0.99
I1 0.394 1.608 -2.792  0.71
H1 -1.741 0.129 -0.025  0.12
H2 -1.055 -1.781 1.584  0.11
H3 1.303 2.460 -0.481  0.13

As for the net charge: 0. Its gap between HOMO and LUMO is 7.78 eV. For the LUMO energy, the calculation gives -0.923 eV. Its HOMO energy is -0.3200 Eh.


Each structure's energy above the most stable one, in eV: one 1.484; two 0.359; three 0.000.